(1)
{"formula": "C30H39N5O3S", "method": "ωB97M-V/def2-TZVPD", "species": ["C", "C", "C", "C", "C", "C", "N", "C", "C", "N", "C", "O", "C", "C", "C", "C", "C", "N", "C", "S", "N", "C", "C", "C", "C", "N", "C", "C", "O", "C", "C", "C", "C", "C", "O", "C", "C", "C", "C", "H", "H", "H", "H", "H", "H", "H", "H", "H", "H", "H", "H", "H", "H", "H", "H", "H", "H", "H", "H", "H", "H", "H", "H", "H", "H", "H", "H", "H", "H", "H", "H", "H", "H", "H", "H", "H", "H", "H"], "xyz": [[-2.2046, -3.4414, -7.1759], [-1.0117, -3.2978, -6.2786], [0.2097, -3.8330, -6.6659], [1.3247, -3.6955, -5.8623], [1.2227, -3.0493, -4.6456], [0.0049, -2.5211, -4.2294], [-0.1347, -1.8508, -2.9904], [1.0372, -1.1956, -2.4467], [0.5752, -0.2071, -1.3732], [-0.1454, -0.9152, -0.3342], [0.4271, -1.0693, 0.8865], [1.4620, -0.4943, 1.1721], [-0.3183, -1.9462, 1.8799], [0.3388, -1.8805, 3.2576], [-0.5085, -2.4703, 4.3855], [-1.9242, -1.9090, 4.5429], [-2.0252, -0.4064, 4.8215], [-1.7688, 0.4284, 3.6548], [-2.7075, 0.4776, 2.6645], [-4.1619, -0.3079, 2.7290], [-2.4352, 1.2270, 1.5677], [-1.2349, 1.8630, 1.3514], [-0.9371, 2.5120, 0.1568], [0.3045, 3.0746, -0.0277], [1.2945, 3.0214, 0.9699], [2.5672, 3.4820, 0.7040], [2.7830, 4.7698, 0.0767], [4.1003, 4.7321, -0.7017], [5.1742, 4.4058, 0.1463], [4.9619, 3.1521, 0.7535], [3.6671, 3.1202, 1.5736], [0.9616, 2.4236, 2.1844], [-0.2858, 1.8461, 2.3756], [-0.6026, 1.2006, 3.6516], [0.0842, 1.2923, 4.6462], [-1.2838, -1.6294, -0.8620], [-0.8206, -2.5996, -1.9542], [-1.1163, -2.6185, -5.0643], [-2.4117, -1.9693, -4.6754], [-2.5106, -2.4712, -7.5679], [-1.9732, -4.0898, -8.0170], [-3.0492, -3.8629, -6.6333], [0.2875, -4.3545, -7.6087], [2.2737, -4.1049, -6.1759], [2.0932, -2.9662, -4.0133], [1.5473, -0.6596, -3.2486], [1.7423, -1.9053, -1.9817], [1.4257, 0.2932, -0.9091], [-0.0900, 0.5374, -1.8208], [-1.3520, -1.6036, 1.9362], [-0.3251, -2.9773, 1.5174], [1.2868, -2.4209, 3.2177], [0.5904, -0.8459, 3.4810], [0.0339, -2.3165, 5.3209], [-0.6022, -3.5490, 4.2327], [-2.5300, -2.1542, 3.6704], [-2.3847, -2.4136, 5.3950], [-1.2981, -0.1094, 5.5791], [-3.0348, -0.1823, 5.1775], [-3.1593, 1.2569, 0.8623], [-1.6768, 2.5501, -0.6296], [0.5287, 3.5339, -0.9781], [1.9609, 5.0154, -0.5929], [2.8547, 5.5550, 0.8470], [4.3279, 5.7121, -1.1243], [4.0236, 3.9911, -1.5126], [5.8248, 2.9740, 1.3964], [4.9140, 2.3693, -0.0186], [3.5140, 2.1058, 1.9413], [3.7561, 3.8146, 2.4229], [1.6533, 2.3813, 3.0089], [-1.8134, -2.1692, -0.0808], [-1.9679, -0.8965, -1.3067], [-1.6776, -3.1180, -2.3831], [-0.1515, -3.3530, -1.5012], [-2.8410, -1.4463, -5.5277], [-3.1406, -2.7083, -4.3409], [-2.2435, -1.2541, -3.8757]], "relative_energy_kcal_mol": 6.38, "gap_ev": 7.88, "smiles": "Cc1cccc(N2CCN(C(=O)CCCCCn3c(=S)[nH]c4ccc(N5CCOCC5)cc4c3=O)CC2)c1C", "fmax_ev_per_a": 0.85, "e_homo_ev": -7.624, "e_lumo_ev": 0.3, "spin_multiplicity": 1}

(2)
{"formula": "C25H28N4O4", "method": "ωB97M-V/def2-TZVPD", "species": ["C", "C", "N", "C", "C", "C", "O", "C", "N", "C", "N", "C", "C", "O", "N", "C", "C", "C", "C", "C", "C", "C", "C", "C", "O", "O", "C", "C", "C", "C", "C", "C", "C", "H", "H", "H", "H", "H", "H", "H", "H", "H", "H", "H", "H", "H", "H", "H", "H", "H", "H", "H", "H", "H", "H", "H", "H", "H", "H", "H", "H"], "xyz": [[5.5334, -1.6558, -4.0160], [4.6576, -0.4966, -3.5465], [3.5125, -0.9556, -2.7797], [3.6965, -1.1748, -1.3613], [3.8890, 0.1207, -0.5762], [2.3961, -1.2608, -3.4632], [2.3220, -1.2191, -4.6816], [1.2014, -1.7236, -2.7002], [0.6775, -2.9617, -2.9459], [-0.4863, -3.0549, -2.2584], [-0.7453, -1.9628, -1.6047], [0.2873, -1.1037, -1.8693], [0.2729, 0.2769, -1.3566], [1.1325, 1.1057, -1.6027], [-0.8122, 0.5207, -0.5921], [-1.1191, 1.8143, -0.0544], [-2.3166, 2.4685, -0.7913], [-3.5636, 1.6624, -0.5666], [-3.8459, 0.5592, -1.3633], [-4.9588, -0.2237, -1.1116], [-5.8037, 0.0869, -0.0601], [-5.5337, 1.1878, 0.7352], [-4.4205, 1.9697, 0.4835], [-1.4708, 1.7467, 1.4267], [-1.4784, 2.6980, 2.1608], [-1.8312, 0.5141, 1.7846], [-2.2219, 0.3381, 3.1451], [-1.0442, 0.3711, 4.0847], [-1.1693, 0.9224, 5.3518], [-0.0864, 0.9425, 6.2127], [1.1315, 0.4209, 5.8108], [1.2622, -0.1250, 4.5454], [0.1780, -0.1544, 3.6867], [4.9570, -2.3157, -4.6596], [6.3790, -1.2727, -4.5807], [5.9121, -2.2286, -3.1716], [4.2708, 0.0391, -4.4160], [5.2338, 0.1941, -2.9306], [4.5684, -1.8270, -1.2234], [2.8164, -1.6978, -0.9809], [3.8655, -0.0936, 0.4891], [4.8417, 0.5893, -0.8082], [3.0872, 0.8130, -0.8174], [1.0796, -3.6400, -3.5736], [-1.1028, -3.9314, -2.2573], [-1.4771, -0.2305, -0.4695], [-0.2305, 2.4433, -0.1831], [-2.4402, 3.4818, -0.4073], [-2.0723, 2.5169, -1.8538], [-3.1922, 0.3132, -2.1880], [-5.1651, -1.0793, -1.7377], [-6.6726, -0.5238, 0.1369], [-6.1937, 1.4391, 1.5530], [-4.2114, 2.8281, 1.1065], [-2.7128, -0.6396, 3.1677], [-2.9431, 1.1163, 3.4165], [-2.1156, 1.3402, 5.6625], [-0.1915, 1.3743, 7.1970], [1.9782, 0.4445, 6.4806], [2.2113, -0.5293, 4.2253], [0.2775, -0.5780, 2.6974]], "relative_energy_kcal_mol": 43.60, "gap_ev": 9.66, "smiles": "CCN(CC)C(=O)c1[nH]cnc1C(=O)N[C@@H](Cc1ccccc1)C(=O)OCc1ccccc1", "fmax_ev_per_a": 1.01, "e_homo_ev": -9.068, "e_lumo_ev": 0.6, "spin_multiplicity": 1}

(3)
{"formula": "C18H19N3O5", "method": "ωB97M-V/def2-TZVPD", "species": ["C", "C", "N", "C", "C", "C", "O", "C", "C", "C", "C", "C", "C", "C", "N", "O", "O", "C", "N", "C", "O", "C", "C", "C", "C", "O", "H", "H", "H", "H", "H", "H", "H", "H", "H", "H", "H", "H", "H", "H", "H", "H", "H", "H", "H"], "xyz": [[2.0461, 4.6479, 0.0057], [0.5577, 4.3417, 0.1311], [0.2489, 2.9919, -0.3148], [0.0424, 2.8202, -1.7406], [-1.4381, 2.8861, -2.1157], [-0.0561, 2.0718, 0.6300], [-0.0988, 2.3387, 1.8171], [-0.4028, 0.6804, 0.1512], [-1.6139, 0.2057, 0.4917], [-2.1843, -1.0920, 0.1733], [-3.5768, -1.2168, 0.0811], [-4.1763, -2.4265, -0.2155], [-3.4036, -3.5568, -0.4151], [-2.0240, -3.4462, -0.2977], [-1.2039, -4.6211, -0.4738], [-1.7681, -5.6776, -0.6604], [-0.0007, -4.4790, -0.4273], [-1.4091, -2.2369, -0.0079], [0.4975, 0.0025, -0.6555], [1.8549, 0.2129, -0.7767], [2.4367, -0.0868, -1.7993], [2.5224, 0.7594, 0.4041], [3.7127, 1.4396, 0.5069], [3.9057, 1.6772, 1.8818], [2.8351, 1.1093, 2.5131], [2.0040, 0.5540, 1.6354], [2.3855, 4.5282, -1.0210], [2.2371, 5.6710, 0.3173], [2.6201, 3.9769, 0.6391], [-0.0291, 5.0516, -0.4585], [0.2538, 4.4143, 1.1775], [0.4721, 1.8810, -2.0888], [0.5809, 3.6258, -2.2431], [-1.8734, 3.8261, -1.7846], [-1.9882, 2.0704, -1.6526], [-1.5483, 2.8135, -3.1943], [-2.2588, 0.8766, 1.0412], [-4.1900, -0.3422, 0.2416], [-5.2509, -2.4918, -0.2881], [-3.8429, -4.5143, -0.6467], [-0.3384, -2.2202, 0.1238], [0.1063, -0.6258, -1.3497], [4.3442, 1.7302, -0.3071], [4.7255, 2.1914, 2.3395], [2.5691, 1.0436, 3.5495]], "relative_energy_kcal_mol": 109.45, "gap_ev": 8.07, "smiles": "CCN(CC)C(=O)/C(=C/c1cccc([N+](=O)[O-])c1)NC(=O)c1ccco1", "fmax_ev_per_a": 1.36, "e_homo_ev": -8.676, "e_lumo_ev": -0.6, "spin_multiplicity": 1}

(4)
{"formula": "C7H6Cl2N4S", "method": "ωB97M-V/def2-TZVPD", "species": ["C", "C", "C", "C", "C", "C", "C", "N", "N", "N", "N", "S", "Cl", "Cl", "H", "H", "H", "H", "H", "H"], "xyz": [[0.2412, 2.1214, -0.4436], [-1.0510, 1.6025, -0.4567], [1.3453, 1.3152, 0.0233], [-1.2883, 0.2655, 0.0248], [1.0555, 0.0317, 0.3080], [-0.2064, -0.5927, 0.3089], [-1.6417, -2.5966, 0.2913], [0.4476, -2.8524, 0.9742], [-0.4354, -1.9014, 0.5908], [-1.2241, -3.9236, 0.1813], [0.0190, -3.9922, 0.7463], [-2.7101, -2.6439, 1.9061], [-0.9467, -4.5521, -1.6738], [8.4007, 13.6110, -1.3002], [0.2261, 3.1065, -0.8242], [-1.8639, 2.2300, -0.5914], [2.2904, 1.8101, -0.0785], [-2.3263, -0.1213, -0.0872], [1.8634, -0.7125, 0.6960], [-2.1952, -2.2052, -0.5952]], "gap_ev": [5.99, 5.99], "fmax_ev_per_a": 5.17, "e_homo_ev": [-2.604, -2.604], "total_charge": -2, "e_lumo_ev": [3.4, 3.4], "spin_multiplicity": 1}

(5)
{"formula": "C10H12NO", "method": "ωB97M-V/def2-TZVPD", "species": ["O", "C", "N", "C", "C", "C", "C", "C", "C", "C", "C", "C", "H", "H", "H", "H", "H", "H", "H", "H", "H", "H", "H", "H"], "xyz": [[-3.7701, -1.1284, 0.2675], [-2.7202, -0.3162, 0.6621], [-1.9015, -0.0012, -0.5760], [-0.6574, 0.6440, -0.3017], [-0.3921, 1.9372, -0.0220], [1.0899, 2.1080, 0.2690], [1.6493, 0.6943, 0.0978], [2.9099, 0.1175, 0.3511], [3.0197, -1.2159, 0.1014], [1.9883, -1.9888, -0.3811], [0.7557, -1.4828, -0.6497], [0.6299, -0.1841, -0.2463], [-4.5481, -0.5678, 0.2182], [-2.0807, -0.9951, 1.2804], [-2.9341, 0.5871, 1.2721], [-2.5791, 0.5517, -1.1126], [-1.6582, -0.7661, -1.1698], [-1.1439, 2.7435, -0.0095], [1.2031, 2.3988, 1.3185], [1.5098, 2.8561, -0.3685], [3.5566, 0.8576, 0.6407], [3.9440, -1.6953, 0.0776], [2.2121, -3.1334, -0.4253], [-0.0830, -2.0208, -1.2937]], "relative_energy_kcal_mol": 28.51, "gap_ev": 9.15, "smiles": "OC[NH2+]C1=CCc2ccccc21", "fmax_ev_per_a": 4.02, "e_homo_ev": -12.393, "total_charge": 1, "e_lumo_ev": -3.2, "spin_multiplicity": 1}

no.,electronic energy (a.u.)
1,-2064.33394
2,-1489.51934
3,-1237.68604
4,-1807.89573
5,-517.93975